# C11H26F2N3O9S2

A cluster of 7 separate species, C11H26F2N3O9S2 in total at a distorted geometry (ωB97M-V/def2-TZVPD, the Open Molecules 2025 dataset).

The geometry in XYZ format:
```
53
Properties=species:S:1:pos:R:3:mulliken_charge:R:1
N -5.45 8.07 19.24 -0.05
H -5.98 8.89 19.49 0.41
H -5.67 7.32 19.89 0.43
H -4.46 8.24 19.29 0.23
H -5.82 7.79 18.35 0.13
N -3.03 8.90 16.73 0.43
H -2.40 9.63 16.43 0.73
H -3.11 8.87 17.74 0.10
H -2.74 7.99 16.39 0.10
H -3.95 8.94 16.33 0.30
N -2.82 8.56 19.35 -0.34
S -2.27 9.87 20.28 1.00
O -0.95 10.47 20.12 -0.53
O -2.82 9.88 21.60 -0.62
F -3.21 10.93 19.54 -0.29
S -1.65 7.76 19.79 0.86
O -1.58 7.22 21.16 -0.64
O -0.37 7.94 19.15 -0.59
F -2.06 6.42 18.93 -0.33
C -6.36 7.92 15.93 0.61
O -7.48 8.17 15.44 -0.84
O -6.32 7.08 16.79 -0.89
O -5.62 8.94 15.94 -0.95
C -1.87 7.85 10.74 -0.54
C -1.89 9.06 11.47 -0.28
C -2.99 9.26 12.32 -0.75
C -3.79 8.21 12.73 -0.07
C -3.69 7.00 12.09 -0.62
C -2.70 6.83 11.13 -0.23
H -1.14 7.63 9.97 0.34
H -1.24 9.90 11.27 0.41
H -3.11 10.24 12.75 0.44
H -4.57 8.44 13.45 0.41
H -4.41 6.24 12.38 0.51
H -2.68 5.87 10.64 0.35
C -1.57 13.37 16.66 -1.31
C -0.85 11.96 16.69 0.04
O -1.69 11.10 15.98 -0.54
H -2.63 13.36 16.90 0.35
H -1.38 13.89 15.72 0.42
H -1.04 13.99 17.39 0.38
H -0.80 11.64 17.73 0.08
H 0.12 11.98 16.18 0.21
H -2.04 11.57 15.22 0.23
C -0.92 6.34 14.44 -0.99
C -2.18 5.57 14.92 -0.22
O -2.78 6.21 16.08 -0.49
H -0.48 5.92 13.53 0.36
H -0.20 6.21 15.25 0.39
H -1.21 7.37 14.23 0.05
H -1.78 4.61 15.27 0.37
H -3.02 5.39 14.24 0.25
H -3.29 5.54 16.53 0.17
```

As for the charge: -1. As for the HOMO energy: -2.23 eV. The calculation puts the molecular weight at 446.5 g/mol. For the HOMO-LUMO gap, the calculation gives 3.958 eV. The spin multiplicity is 1.